1.
{"formula": "C3H12NO2S", "method": "wB97M-V/def2-TZVPD", "species": ["C", "O", "C", "C", "S", "N", "H", "H", "H", "H", "H", "H", "H", "H", "H", "H", "H", "H", "O"], "coordinates": [[-0.357, -0.602, 1.513], [0.263, -1.731, 0.915], [-0.888, 0.400, 0.395], [-0.019, 1.629, 0.400], [-0.186, 2.623, -1.144], [-0.912, -0.306, -0.907], [-1.195, -0.942, 2.092], [0.369, -0.139, 2.140], [0.050, -2.541, 1.371], [-1.900, 0.508, 0.739], [-0.285, 2.308, 1.210], [1.022, 1.413, 0.603], [0.678, 1.868, -1.839], [-1.127, 0.364, -1.655], [-0.057, -0.838, -1.161], [-1.709, -0.936, -1.035], [2.476, -1.499, -1.660], [1.987, -0.731, -0.520], [1.791, -0.847, -1.458]], "forces_ev_per_a": [[-0.3304, -0.8212, -1.1629], [0.2410, 0.3891, -0.7229], [0.9397, -1.8981, 2.0219], [-0.2551, 1.1486, -0.8236], [0.1663, -0.2452, 0.3814], [-1.0487, -0.2469, -1.1839], [-0.3924, 0.0499, 0.4686], [0.3510, 0.7510, 0.5823], [-0.1030, -0.2352, 0.3229], [-0.5633, 0.9396, -0.5807], [-0.3547, -0.1611, 0.0247], [0.2694, -0.2796, -0.2945], [0.0866, 0.1328, -0.1016], [0.5917, 0.5451, 0.0573], [0.2489, 0.2365, 0.2558], [0.1884, -0.3031, 0.7431], [-0.1981, -0.0549, -0.6144], [-0.1973, 0.1737, 0.1796], [0.3601, -0.1210, 0.4470]], "nbo_charge": [-0.061, -0.754, -0.100, -0.546, 0.001, -0.705, 0.190, 0.192, 0.504, 0.238, 0.268, 0.235, 0.133, 0.446, 0.489, 0.439, 0.503, 0.482, -0.956], "total_energy_ev": -19719.286, "de_lowest_kj_mol": 60.3, "orbital_gap_ha": 0.3756, "total_charge": 1}

***

2.
{"formula": "C62H62F9N4O4", "method": "wB97M-V/def2-TZVPD", "species": ["O", "C", "C", "O", "C", "O", "C", "N", "C", "C", "O", "C", "N", "C", "N", "N", "H", "H", "H", "H", "H", "H", "H", "H", "H", "H", "H", "H", "H", "H", "H", "H", "H", "F", "C", "C", "C", "C", "C", "C", "H", "H", "H", "H", "H", "F", "C", "C", "C", "C", "C", "C", "H", "H", "H", "H", "H", "F", "C", "C", "C", "C", "C", "C", "H", "H", "H", "H", "H", "F", "C", "C", "C", "C", "C", "C", "H", "H", "H", "H", "H", "F", "C", "C", "C", "C", "C", "C", "H", "H", "H", "H", "H", "F", "C", "C", "C", "C", "C", "C", "H", "H", "H", "H", "H", "F", "C", "C", "C", "C", "C", "C", "H", "H", "H", "H", "H", "F", "C", "C", "C", "C", "C", "C", "H", "H", "H", "H", "H", "F", "C", "C", "C", "C", "C", "C", "H", "H", "H", "H", "H"], "coordinates": [[4.362, -6.401, -0.120], [4.744, -5.022, 0.164], [5.414, -4.396, -1.169], [4.345, -3.845, -1.983], [3.757, -4.846, -2.866], [2.423, -5.133, -2.413], [1.422, -4.704, -3.343], [0.184, -4.220, -2.634], [-0.095, -2.765, -2.475], [0.003, -2.225, -0.977], [1.106, -2.804, -0.232], [-0.724, -5.075, -2.144], [-0.729, -6.534, -2.194], [-1.960, -6.907, -1.543], [-2.688, -5.775, -1.058], [-1.916, -4.714, -1.450], [4.911, -6.734, -0.862], [3.793, -4.443, 0.404], [5.522, -4.944, 0.995], [6.113, -5.114, -1.709], [6.068, -3.521, -0.813], [4.428, -5.765, -2.902], [3.800, -4.384, -3.921], [1.129, -5.612, -3.989], [1.740, -3.833, -4.012], [-1.139, -2.539, -2.887], [0.672, -2.199, -3.093], [0.150, -1.084, -1.056], [-0.957, -2.374, -0.363], [1.216, -2.184, 0.528], [-2.375, -7.959, -1.392], [-3.569, -5.687, -0.542], [-2.296, -3.801, -1.169], [8.241, -2.194, -0.132], [8.651, -2.903, 0.936], [8.238, -2.523, 2.203], [8.657, -3.259, 3.306], [9.492, -4.359, 3.130], [9.904, -4.728, 1.853], [9.477, -3.999, 0.748], [7.594, -1.659, 2.321], [8.334, -2.976, 4.302], [9.822, -4.930, 3.992], [10.558, -5.582, 1.718], [9.781, -4.276, -0.254], [-2.693, -1.404, 1.372], [-2.266, -2.125, 2.428], [-2.658, -1.763, 3.707], [-2.220, -2.513, 4.793], [-1.385, -3.610, 4.588], [-0.994, -3.961, 3.300], [-1.441, -3.217, 2.213], [-3.301, -0.902, 3.847], [-2.527, -2.244, 5.797], [-1.040, -4.192, 5.436], [-0.341, -4.813, 3.142], [-1.154, -3.481, 1.203], [-2.602, 2.113, 4.232], [-3.264, 2.317, 3.081], [-4.045, 3.452, 2.936], [-4.727, 3.664, 1.742], [-4.628, 2.733, 0.711], [-3.844, 1.594, 0.870], [-3.153, 1.387, 2.060], [-4.117, 4.160, 3.752], [-5.335, 4.552, 1.615], [-5.163, 2.897, -0.218], [-3.770, 0.867, 0.068], [-2.533, 0.514, 2.197], [-3.939, 6.255, 2.522], [-3.835, 7.402, 1.827], [-2.587, 7.973, 1.638], [-2.482, 9.157, 0.915], [-3.626, 9.759, 0.399], [-4.874, 9.178, 0.599], [-4.979, 7.989, 1.313], [-1.709, 7.494, 2.055], [-1.509, 9.609, 0.755], [-3.543, 10.685, -0.162], [-5.765, 9.650, 0.200], [-5.941, 7.517, 1.471], [-7.754, 6.384, 2.029], [-8.438, 5.234, 2.145], [-8.913, 4.847, 3.388], [-9.625, 3.659, 3.507], [-9.846, 2.866, 2.384], [-9.360, 3.262, 1.142], [-8.657, 4.456, 1.020], [-8.724, 5.474, 4.252], [-10.008, 3.351, 4.474], [-10.398, 1.937, 2.479], [-9.529, 2.641, 0.269], [-8.279, 4.784, 0.058], [6.208, 3.266, -2.209], [5.820, 1.982, -2.232], [4.534, 1.668, -2.640], [4.132, 0.335, -2.668], [5.020, -0.665, -2.278], [6.308, -0.336, -1.866], [6.713, 0.994, -1.847], [3.855, 2.461, -2.932], [3.132, 0.076, -2.992], [4.706, -1.705, -2.295], [6.995, -1.117, -1.558], [7.715, 1.267, -1.538], [6.989, -5.259, -4.224], [6.837, -4.988, -5.530], [7.415, -5.821, -6.474], [7.250, -5.542, -7.826], [6.517, -4.426, -8.220], [5.945, -3.592, -7.265], [6.100, -3.876, -5.912], [7.990, -6.681, -6.149], [7.693, -6.193, -8.572], [6.393, -4.207, -9.276], [5.378, -2.721, -7.574], [5.653, -3.242, -5.155], [1.050, -0.346, -4.326], [1.165, 0.798, -5.033], [2.416, 1.367, -5.207], [2.536, 2.543, -5.939], [1.401, 3.142, -6.480], [0.149, 2.564, -6.294], [0.030, 1.382, -5.571], [3.285, 0.892, -4.774], [3.511, 2.993, -6.088], [1.494, 4.062, -7.047], [-0.735, 3.034, -6.712], [-0.936, 0.913, -5.424], [-8.763, 7.125, 6.358], [-8.331, 6.412, 7.411], [-8.724, 6.779, 8.688], [-8.280, 6.038, 9.778], [-7.440, 4.944, 9.579], [-7.049, 4.589, 8.292], [-7.501, 5.323, 7.201], [-9.371, 7.638, 8.825], [-8.587, 6.311, 10.782], [-7.091, 4.369, 10.430], [-6.392, 3.740, 8.138], [-7.214, 5.055, 6.191]], "forces_ev_per_a": [[0.4620, 0.6462, -0.0789], [1.0187, -0.0303, -1.4785], [-0.3352, 1.0476, 2.2234], [0.6424, -2.1020, -1.1102], [1.0970, 1.1583, -0.1599], [0.1405, 0.8095, -1.5407], [-0.3585, -0.7584, -0.5814], [-0.4839, -0.3293, 0.3529], [0.4089, 0.7695, 0.4281], [-0.2236, 0.8379, 0.2311], [-1.0663, 1.1504, -0.2761], [-2.4968, -3.1085, 1.5826], [-4.1876, 1.8759, 2.1216], [1.4715, 2.5563, -0.5188], [3.3773, -3.3390, -2.2390], [0.8867, 1.5528, -0.4428], [-0.4005, 0.3668, 0.9077], [1.3627, -0.7191, -0.2623], [-1.1297, -0.3153, -0.8244], [-1.0753, 0.6958, 0.4848], [-1.0122, -1.0648, -0.7726], [-1.2029, 0.9269, 0.2872], [-0.5452, -0.6972, 1.4598], [0.2312, 1.4563, 0.9085], [-0.2628, -1.2257, 1.0261], [1.4098, -0.2112, 0.4966], [-1.0742, -0.8804, 0.7367], [-0.3392, -1.6535, -0.0340], [1.1264, 0.2063, -1.1444], [0.1337, -0.8442, -0.7175], [0.9582, 1.7119, -0.3401], [0.6905, 0.0167, -0.3921], [0.8269, -0.4217, -0.4540], [-0.0207, 0.0628, -0.1350], [0.3060, -0.5104, 0.7683], [-0.1648, 0.1715, -0.0486], [0.1542, -0.1813, -0.2483], [-0.0105, -0.0038, 0.0530], [-0.1846, 0.1946, 0.1367], [0.0004, -0.0052, -0.2362], [0.0345, -0.0323, -0.0435], [0.0265, 0.0131, -0.1114], [-0.0275, 0.0609, -0.0956], [-0.0725, 0.0876, -0.0229], [-0.0065, 0.0595, 0.0341], [-0.0563, -0.2658, -0.3845], [0.2539, -0.5180, 0.8373], [-0.1737, 0.1969, -0.0309], [0.1749, -0.1822, -0.2951], [-0.0067, 0.0098, 0.0387], [-0.1355, 0.1200, 0.1639], [-0.0709, 0.0170, -0.1723], [0.0181, -0.0610, -0.0142], [0.0187, 0.0204, -0.1229], [-0.0283, 0.0615, -0.1009], [-0.0607, 0.0872, -0.0218], [0.0918, -0.0612, 0.1099], [0.0951, -0.0822, 0.1505], [-0.4820, 0.2377, -0.7413], [-0.0326, 0.0052, 0.1837], [0.0912, -0.4308, -0.0870], [-0.0347, 0.0160, 0.0034], [-0.0713, 0.2534, 0.1648], [0.1463, 0.0073, 0.1436], [0.0452, -0.0475, -0.0559], [0.0646, -0.1169, 0.0619], [0.0447, -0.0118, 0.0932], [0.0290, 0.0393, 0.0892], [0.0055, 0.2553, 0.0242], [0.0595, 0.0917, 0.1563], [0.0819, 0.8086, -0.4619], [0.1481, -0.1473, 0.0899], [-0.3451, -0.0518, -0.0095], [0.0367, 0.0342, -0.0227], [0.3329, -0.0530, 0.0524], [-0.1856, -0.1449, 0.0449], [-0.0640, -0.0048, -0.0118], [-0.0790, -0.0637, 0.0491], [-0.0112, -0.0926, 0.0627], [0.0658, -0.0801, 0.0497], [0.0898, 0.0365, 0.0326], [0.0539, 0.1190, -0.0095], [-0.4669, -0.7636, 0.0779], [0.0908, 0.1624, 0.1758], [0.0898, -0.0183, -0.3406], [-0.0143, -0.0372, 0.0266], [0.0058, 0.0953, 0.2946], [0.1214, 0.0988, -0.1506], [-0.0423, 0.0377, -0.0776], [0.0599, 0.0668, -0.0692], [0.0495, 0.0989, -0.0161], [0.0157, 0.0947, 0.0596], [-0.0016, 0.0195, 0.0578], [0.0123, 0.0982, -0.0039], [-0.1969, -0.6774, -0.0021], [-0.0928, 0.1782, -0.0118], [0.4949, -0.0675, 0.3727], [-0.1355, -0.0941, -0.0489], [-0.1830, 0.1418, -0.1240], [0.1507, 0.0622, 0.0594], [0.0707, 0.0080, 0.0171], [0.0847, 0.0014, 0.1891], [0.0439, 0.1595, 0.0221], [-0.0957, 0.1928, -0.0950], [-0.0612, 0.0282, -0.0131], [-0.0047, -0.0829, 0.3684], [-0.1445, 0.2577, -1.0446], [0.0871, -0.1631, 0.1543], [-0.1674, 0.2514, 0.1450], [0.0064, -0.0169, -0.0684], [0.1272, -0.2448, -0.0013], [-0.0642, 0.0103, 0.2147], [-0.0364, 0.0505, 0.0156], [-0.0156, 0.0501, 0.1052], [0.0171, -0.0151, 0.1143], [0.0492, -0.0743, 0.0633], [0.0983, 0.0102, 0.0148], [-0.0506, -0.3679, 0.2082], [0.0944, 1.0973, -0.6911], [0.0456, -0.1990, -0.0534], [-0.3858, -0.0206, -0.0298], [0.0402, 0.0335, -0.0013], [0.2801, -0.0472, 0.0592], [-0.1456, -0.2025, 0.1362], [-0.0678, 0.0559, -0.2421], [-0.0706, -0.0769, 0.0517], [-0.0204, -0.0993, 0.0614], [0.0715, -0.0839, 0.0461], [0.0436, 0.0204, 0.0100], [-0.0490, 0.0576, -0.1488], [0.2463, -0.4024, 0.6425], [-0.1253, 0.1509, -0.0010], [0.1555, -0.1604, -0.2714], [-0.0029, -0.0082, 0.0549], [-0.1809, 0.1971, 0.1438], [0.0271, -0.0188, -0.2075], [0.0273, -0.0463, -0.0501], [0.0194, 0.0104, -0.1120], [-0.0324, 0.0597, -0.0906], [-0.0716, 0.0822, -0.0216], [0.0044, 0.0465, 0.0361]], "lowdin_charge": [-0.105, -0.174, -0.159, -0.167, -0.187, -0.073, -0.124, -0.016, -0.087, -0.214, -0.080, -0.205, 0.151, -0.006, 0.061, 0.083, 0.078, 0.129, 0.120, 0.127, 0.121, 0.143, 0.137, 0.159, 0.152, 0.146, 0.117, 0.147, 0.074, 0.112, 0.154, 0.183, 0.160, 0.036, -0.294, -0.019, -0.079, -0.092, -0.079, -0.018, 0.117, 0.107, 0.104, 0.107, 0.117, 0.031, -0.281, -0.006, -0.057, -0.082, -0.073, -0.037, 0.115, 0.114, 0.108, 0.111, 0.072, 0.060, -0.276, -0.011, -0.075, -0.086, -0.085, -0.033, 0.115, 0.093, 0.101, 0.096, 0.080, 0.046, -0.274, -0.017, -0.083, -0.096, -0.077, -0.011, 0.116, 0.105, 0.102, 0.107, 0.093, 0.050, -0.287, -0.009, -0.073, -0.096, -0.084, -0.024, 0.098, 0.108, 0.101, 0.104, 0.117, 0.067, -0.281, -0.021, -0.100, -0.073, -0.067, -0.003, 0.117, 0.078, 0.077, 0.081, 0.121, 0.052, -0.289, -0.015, -0.075, -0.092, -0.080, -0.027, 0.118, 0.109, 0.104, 0.106, 0.107, 0.028, -0.276, -0.029, -0.064, -0.084, -0.076, -0.020, 0.083, 0.113, 0.107, 0.109, 0.113, 0.058, -0.288, -0.016, -0.080, -0.097, -0.084, -0.023, 0.118, 0.106, 0.101, 0.104, 0.105], "total_energy_ev": -103896.649, "orbital_gap_ha": 0.2680, "total_charge": 1}

***

Table of LUMO level (Eh), in record order: -0.118; -0.110